The following is a quantum chemistry calculation of a molecular structure, C13H25N4O2P2Tm, from OMol25.

The HOMO-LUMO gap (spin up / spin down) comes out at 4.03 / 4.69 eV. Its total energy is -2647.3591 a.u. The largest force on an atom comes out at 8.2 eV/A. Its spin multiplicity is 3.

Positions of all 47 atoms, in Å:
C 0.9108 3.6326 -2.2431
C 0.6860 2.3595 -1.7493
N 0.6924 2.1175 -0.3953
C 1.0150 3.0773 0.4912
C 1.3513 4.3220 0.0412
C 1.2791 4.6257 -1.3159
C 0.4084 1.2491 -2.7240
P -1.0950 0.2254 -2.3527
Tm -0.0734 0.1190 0.2407
P 1.0696 0.9654 2.4313
C 1.0013 2.7894 1.9417
O 5.7863 -2.2743 -3.9720
O 2.7491 -2.3516 -0.5944
H 0.7558 3.7640 -3.3405
H 1.6465 4.9745 0.8081
H 1.5088 5.6066 -1.6765
C -2.4796 0.7784 -3.3761
C -0.6082 -1.5055 -2.5687
H 1.8893 3.2043 2.4010
H 0.1426 3.2018 2.4755
H 1.1782 0.5193 -2.8786
H 0.0931 1.6138 -3.6896
C -0.0224 0.9378 3.8660
C 2.7463 0.8559 3.0955
H 3.4818 -3.1889 -0.9917
H 2.6124 -3.0551 0.3744
H 5.8245 -1.4668 -4.5997
H 4.9003 -2.1094 -3.3296
H -1.5887 0.5008 -0.9691
H 4.1711 -3.9528 -0.6534
H -2.6352 0.0611 -4.1929
H -3.3595 0.8407 -2.7194
H -2.2157 1.7786 -3.7646
H -0.7104 -1.6945 -3.6697
H 0.4256 -1.7389 -2.1676
H -1.3179 -2.1672 -2.0182
H 2.6940 0.5951 4.1536
H 3.2800 0.0777 2.5471
H 3.2719 1.7964 2.9413
H 0.5778 0.7239 4.7548
H -0.5432 1.8943 3.9562
H -0.7875 0.1628 3.7380
N -1.6107 -0.6610 1.2526
C -2.3923 -1.4505 1.7725
N -3.2943 -2.0655 2.4687
C -4.1441 -2.9702 2.1841
N -4.9452 -3.7932 2.0146

Results of the Mulliken charge analysis, in e, for atoms 1 through 4: atom 1 (C): -0.65, atom 2 (C): 0.91, atom 3 (N): 0.03, atom 4 (C): 0.82

=====

The following is a quantum chemistry calculation of C5H3N3 in the gas phase, from OMol25.

The HOMO-LUMO gap comes out at 7.71 eV. As for the structure (SMILES): C1=CC2=NC=NC2=N1. Its total energy is -356.5096 a.u. The largest force on an atom comes out at 1.0 eV/A.

Positions of all 11 atoms, in Å:
C -1.8560 -0.3036 -0.0197
C -1.2752 0.9098 0.0263
C 0.1649 0.6198 0.0131
C 2.1820 -0.1338 -0.0106
C 0.2140 -0.8749 0.0363
H -2.9319 -0.5388 -0.0312
H -1.7480 1.8885 0.0881
H 3.2456 0.0230 -0.0559
N 1.3490 1.1099 -0.0415
N 1.5770 -1.2490 0.0375
N -0.9214 -1.4510 -0.0424

Results of the Mulliken charge analysis, in e, for atoms 1 through 4: atom 1 (C): -0.29, atom 2 (C): -0.60, atom 3 (C): 0.86, atom 4 (C): 0.00

=====

The following is a quantum chemistry calculation of a molecular structure, C29H16BrF5MnN3O3Se, from OMol25.

The HOMO-LUMO gap (spin up / spin down) comes out at 6.24 / 6.00 eV. Its total energy is -8130.2014 a.u. The total charge is +1. The largest force on an atom comes out at 0.4 eV/A. Its spin multiplicity is 4.

Positions of all 59 atoms, in Å:
Mn 0.2221 1.7382 -0.9668
C -0.4797 5.0812 1.5309
C 0.1927 3.8372 1.0344
O -0.4050 3.2239 0.1178
C 1.4332 3.3795 1.5990
C 2.0379 4.1195 2.6428
C 3.1994 3.7075 3.2336
C 3.8034 2.5212 2.7907
C 3.2488 1.7757 1.7821
C 2.0565 2.1843 1.1569
O 1.5994 1.4124 0.1925
H -1.3964 5.2390 0.9703
H 0.1778 5.9403 1.3938
H -0.7059 5.0048 2.5946
H 1.5704 5.0330 2.9814
H 3.6486 4.2871 4.0268
H 4.7265 2.1892 3.2482
H 3.7153 0.8674 1.4267
Br -0.1188 -3.6478 6.3291
C -0.7428 -4.0002 4.5915
C 0.1071 -3.7934 3.5085
C -0.3438 -4.0445 2.2290
C -1.6513 -4.5020 2.0401
C -2.4821 -4.7508 3.1344
C -2.0346 -4.4806 4.4127
N -2.1958 -4.8101 0.7829
N -1.6846 -4.4243 -0.2793
C -1.2077 -3.2591 -0.6844
C -0.3169 -3.3078 -1.8063
C 0.3423 -2.2197 -2.2704
C 0.1083 -0.9414 -1.6756
O 0.6721 0.1030 -2.0623
C -0.8868 -0.8545 -0.5979
N -1.1160 0.3934 -0.1482
C -2.0552 0.5992 0.7574
C -2.8376 -0.4494 1.2420
C -2.5997 -1.7315 0.8057
C -1.5725 -1.9667 -0.1225
H 1.1172 -3.4473 3.6759
H 0.3240 -3.9038 1.3897
H -3.4743 -5.1452 2.9614
H -2.6728 -4.6528 5.2675
H -0.1538 -4.2843 -2.2442
H 1.0416 -2.2780 -3.0922
H -2.1997 1.6212 1.0818
H -3.6255 -0.2423 1.9514
H -3.2173 -2.5431 1.1616
F 0.9409 -0.2893 -7.5762
C 0.7644 0.4674 -6.5016
C -0.2938 0.2154 -5.6434
F -1.1314 -0.7904 -5.8951
C -0.4668 1.0093 -4.5259
F -1.5077 0.7367 -3.7241
C 0.3954 2.0551 -4.2310
Se 0.0937 3.1953 -2.7308
C 1.4453 2.2871 -5.1053
F 2.3019 3.2798 -4.8711
C 1.6379 1.5078 -6.2335
F 2.6521 1.7482 -7.0568

Results of the Mulliken charge analysis, in e, for atoms 1 through 4: atom 1 (Mn): 0.22, atom 2 (C): -1.74, atom 3 (C): 1.29, atom 4 (O): -0.34

=====

The following is a quantum chemistry calculation of a molecular structure, C13H23GaI2NO4S2Ti, from OMol25.

The HOMO-LUMO gap (spin up / spin down) comes out at 5.57 / 5.37 eV. Its total energy is -5029.1717 a.u. The total charge is +4. The largest force on an atom comes out at 12.1 eV/A. Its spin multiplicity is 2.

Positions of all 47 atoms, in Å:
I -2.0171 2.1366 -1.0842
I -3.2886 -1.1941 -1.0958
Ga -0.8570 -2.1856 0.2224
Ti 0.1569 0.9059 0.2102
S -1.6150 -0.1775 1.2800
S -0.1709 -0.5818 -1.3934
C 0.5898 1.7797 2.2370
C -2.0883 -0.0360 3.0482
C 0.8757 -0.9261 -2.9251
C -3.2959 -0.9618 3.1884
C -0.8482 -0.5704 3.7788
C -2.4137 1.4320 3.3380
C 0.1691 -2.0068 -3.7309
C 2.1317 -1.4474 -2.2117
C 1.0668 0.3828 -3.6939
C -1.0798 -3.2468 1.6900
C 0.0694 -3.5909 -0.5582
O 1.0330 2.4154 3.1188
O -1.2443 -4.0058 2.5606
O 0.5550 -4.5270 -0.9917
H -3.0195 -1.9763 2.9093
H -4.0910 -0.6634 2.5112
H -3.6874 -0.9488 4.2109
H -0.6211 -1.5783 3.4261
H -1.0188 -0.5755 4.8550
H 0.0127 0.0672 3.5795
H -1.5435 2.0621 3.1727
H -2.7587 1.5675 4.3748
H -3.1638 1.8139 2.6477
H 0.7777 -2.2551 -4.6070
H -0.8075 -1.6865 -4.0826
H 0.0052 -2.9066 -3.1392
H 2.8801 -1.7482 -2.9422
H 1.8456 -2.2949 -1.5876
H 2.5112 -0.6736 -1.5413
H 1.6942 0.2208 -4.5824
H 1.5250 1.1461 -3.0649
H 0.1135 0.8056 -4.0094
C 1.5139 3.4339 -0.8573
C 2.4228 2.3046 -0.8344
N 3.6061 2.5261 -1.4202
O 2.2025 1.1761 -0.2773
H 1.8851 4.3045 -1.3603
H 1.2363 3.8123 0.0812
H 0.6082 3.2239 -1.3551
H 4.2907 1.7975 -1.3037
H 3.8519 3.4507 -1.7911

Results of the Mulliken charge analysis, in e, for atoms 1 through 4: atom 1 (I): 0.31, atom 2 (I): 0.51, atom 3 (Ga): 0.51, atom 4 (Ti): -0.23

=====

The following is a quantum chemistry calculation of 2 unconnected molecules or ions with the total composition C2H8NO, from OMol25.

The HOMO-LUMO gap (spin up / spin down) comes out at 12.01 / 4.43 eV. Its total energy is -210.1366 a.u. The total charge is +2. The largest force on an atom comes out at 1.5 eV/A. Its spin multiplicity is 2.

Positions of all 12 atoms, in Å:
O -0.6584 -2.7794 1.3841
H 0.1899 -3.0009 1.8858
H -1.2701 -3.5766 1.2604
H -0.4376 2.6209 -1.2478
C 0.4003 2.0703 -0.7973
C -0.2090 0.8997 -0.1900
N 0.2590 -0.3059 -0.3144
H 1.1655 1.9381 -1.5590
H 0.8150 2.7353 -0.0326
H -1.0469 0.9483 0.5005
H 0.9777 -0.4470 -1.0213
H -0.1856 -1.1027 0.1318

Results of the Mulliken charge analysis, in e, for atoms 1 through 4: atom 1 (O): -0.07, atom 2 (H): 0.51, atom 3 (H): 0.51, atom 4 (H): 0.33

=====

The following is a quantum chemistry calculation of a molecular structure, C22H8Cl32F15N2, from OMol25.

The HOMO-LUMO gap comes out at 8.46 eV. Its total energy is -17176.0132 a.u. The total charge is +1. The largest force on an atom comes out at 7.2 eV/A.

Positions of all 79 atoms, in Å:
C -4.7017 -0.7048 5.1736
C -4.1955 -1.0778 4.0055
C -3.5516 -1.5171 2.5730
C -2.6036 -0.3214 2.0820
N -2.4994 0.9976 2.7196
C -1.5578 1.9244 2.0595
F -1.1836 3.2614 2.3790
C -1.0894 1.0030 0.8863
F -0.1517 1.3541 -0.1372
N -1.7054 -0.3494 0.9338
C -1.3964 -1.3903 -0.0969
C -1.3151 -2.9029 0.4465
C -0.1266 -3.1985 1.4877
F -0.2987 -4.5938 1.9055
F -0.3715 -2.4063 2.6673
C 1.3673 -3.0946 0.8854
F 1.9968 -4.4068 1.0023
F 1.3024 -2.8606 -0.5602
C 2.2734 -1.9008 1.4809
F 3.3877 -1.7343 0.5668
F 1.5022 -0.6611 1.3545
C 2.7017 -2.0521 3.0276
F 2.3518 -3.3030 3.6384
F 1.9472 -1.0328 3.7599
C 4.2554 -1.7722 3.3578
F 4.4356 -2.1548 4.7581
F 5.1721 -2.6473 2.6323
C 4.6960 -0.2102 3.2897
F 6.1144 -0.0121 3.1682
F 4.0165 0.5553 2.2906
F 4.3348 0.3802 4.5741
H -4.8791 -0.5040 6.3045
H -2.9314 -2.4621 2.7994
H -4.3718 -1.8011 1.7971
H -2.9926 1.3826 3.5426
H -0.4593 -1.0547 -0.6937
H -2.2718 -1.3663 -0.8715
H -2.3253 -3.2865 0.8777
H -1.1128 -3.5816 -0.4828
C -5.5998 -3.1394 -1.1175
Cl -4.1709 -3.0621 -2.1779
Cl -6.7766 -1.9086 -1.6185
Cl -6.3416 -4.7484 -1.2321
Cl -5.1023 -2.8370 0.5679
C -6.1127 -6.4381 -4.8037
Cl -7.7676 -6.3046 -4.1665
Cl -6.1604 -6.4411 -6.5805
Cl -5.1465 -5.0552 -4.2383
Cl -5.3759 -7.9499 -4.2276
C -2.8562 5.9464 -0.4132
Cl -2.4393 4.2220 -0.5715
Cl -4.6174 6.1168 -0.2345
Cl -2.0511 6.6230 1.0246
Cl -2.3280 6.8244 -1.8678
C 1.5677 4.8655 -0.8135
Cl 0.7217 3.8740 -2.0236
Cl 3.1407 5.3771 -1.4644
Cl 0.5877 6.2994 -0.4290
Cl 1.8236 3.9100 0.6652
C -5.9585 2.0709 0.4899
Cl -5.5537 0.3419 0.3370
Cl -7.7178 2.2487 0.6606
Cl -5.1530 2.7472 1.9246
Cl -5.4149 2.9436 -0.9608
C 0.8379 8.6547 -3.7718
Cl 1.2546 6.9349 -3.9375
Cl -0.9209 8.8198 -3.5688
Cl 1.6654 9.3330 -2.3519
Cl 1.3499 9.5308 -5.2311
C 7.9216 -0.4089 -0.2372
Cl 9.2578 -1.5770 -0.1306
Cl 6.4076 -1.1926 0.2709
Cl 8.2583 0.9757 0.8260
Cl 7.7618 0.1568 -1.9147
C 9.4300 -1.6462 -5.6487
Cl 9.5374 0.0416 -6.1979
Cl 9.5374 -1.6997 -3.8747
Cl 7.8782 -2.3413 -6.1695
Cl 10.7658 -2.5847 -6.3525

Results of the Mulliken charge analysis, in e, for atoms 1 through 4: atom 1 (C): -0.38, atom 2 (C): -0.65, atom 3 (C): 1.34, atom 4 (C): -0.35

=====

Q: Which of these has the highest total energy?
A: C2H8NO

=====

Q: Which formula does entry 2 have?
A: C5H3N3